7 unconnected molecules or ions with the total composition C17H23F5O9. Source: the Open Molecules 2025 dataset; level of theory: ωB97M-V/def2-TZVPD.

XYZ file:
```
54
Properties=species:S:1:pos:R:3:forces:R:3
H 2.564478 -0.976662 -1.784889 0.1 -0.2 0.0
C -1.957097 0.475881 0.561760 -0.2 -0.4 0.1
H -2.305806 -0.528640 0.387591 -0.1 -0.2 0.2
O 1.821637 1.009988 2.361006 0.1 0.1 0.1
O 1.734875 -1.467827 0.596171 -0.1 -0.2 -0.2
H 2.425930 -6.206864 3.819789 0.1 0.0 0.0
F -2.754847 0.394191 -2.259152 -0.1 0.2 -0.2
H -4.967664 0.759549 -0.100955 0.0 0.0 0.0
H 3.527747 0.984227 0.126496 0.3 -0.3 0.0
O -2.611000 1.332155 -5.274845 -0.1 -0.1 -0.1
O -2.685412 -2.193813 -1.818825 0.1 -0.2 -0.1
H 1.336983 1.741450 -1.678721 -0.3 0.2 0.1
C -1.074215 3.076067 0.965454 0.1 0.0 -0.4
H 2.074343 -0.004399 -3.123776 -0.2 0.1 -0.2
C 3.264699 1.384659 -0.848575 -0.4 -0.1 0.3
C -1.548402 2.347448 2.022267 0.0 0.0 0.5
C -2.511382 0.261548 2.989631 0.0 0.0 -0.2
H -0.712670 4.079485 1.102481 0.0 0.2 0.0
F -0.960653 1.486162 -2.782268 0.4 0.1 -0.1
O 2.433754 -3.537546 2.679001 0.0 0.1 0.0
H -1.565629 2.792853 3.006219 -0.1 -0.1 0.1
C -1.055519 2.498418 -0.291390 0.2 0.5 -0.5
C 3.273890 2.826688 -0.716071 0.4 0.2 0.0
H 2.511794 -3.756072 3.615962 0.1 -0.1 0.0
C -1.992572 1.053197 1.811300 -0.3 -0.6 0.5
C 1.829841 0.921542 -1.171956 0.2 0.0 -0.8
H 2.926451 5.024702 -0.541400 0.4 0.4 0.1
H -2.638279 1.138329 -4.334028 0.0 0.0 0.1
C -1.445845 0.615273 -1.872628 -0.6 -0.5 0.2
H -3.276073 0.752016 -5.657338 0.0 0.0 0.0
H -5.116135 1.246313 -1.527108 0.0 0.1 0.0
C 0.589819 -2.539005 -2.310959 -0.2 0.2 -0.1
O -5.139733 1.554663 -0.615541 0.0 -0.1 0.0
C 1.790888 -0.284841 -2.110447 0.7 -0.1 0.7
O -0.692647 -2.998511 -2.474296 0.1 -0.5 0.4
F -1.531063 0.038151 3.894552 -0.1 0.1 0.0
C -1.544589 -1.988939 -2.083445 -0.5 0.4 0.1
H 1.345887 0.683476 -0.238593 -0.3 0.1 0.2
F -3.498013 0.912313 3.631702 0.1 0.0 0.0
C -0.756178 -0.715984 -2.004436 0.3 -0.7 -0.2
C 3.246332 4.018231 -0.603568 -0.6 0.0 -0.1
H 1.081436 0.902413 2.967790 -0.1 -0.1 -0.1
H 2.800076 -6.283046 5.298552 0.0 0.0 0.0
O 2.571147 -5.662406 4.600033 -0.1 -0.1 0.0
H 2.511576 -1.537232 1.161682 -0.1 -0.1 0.2
C 0.530416 -1.060030 -2.120835 -0.1 0.9 -0.1
H 3.992164 1.060936 -1.587531 0.1 -0.1 -0.1
H -0.703774 3.056259 -1.143834 0.1 0.2 0.0
O 1.541776 -3.245458 -2.288970 0.1 -0.2 -0.1
F -2.998781 -0.940901 2.639531 0.1 0.1 0.0
H 2.587317 0.720355 2.867789 0.0 0.0 0.0
H 1.671482 -4.046973 2.389769 -0.1 0.1 0.0
C -1.483784 1.208719 -0.497168 0.4 0.5 -0.2
H 1.541025 -2.382509 0.367018 0.1 -0.1 0.1
```
Positions in Å, forces in eV/Å.

Values from the calculation:
Largest force on an atom = 0.956 eV/A
Structure (SMILES) = C#CCCCC1=C(C(F)(F)c2cccc(C(F)(F)F)c2)C(=O)OC1=O.O.O.O.O.O.O
HOMO-LUMO gap = 8.94 eV
Energy = -1838.06243 Eh

A molecular structure, C17H23FO18Pb at a distorted geometry. Source: the Open Molecules 2025 dataset; level of theory: ωB97M-V/def2-TZVPD.

XYZ file:
```
60
Properties=species:S:1:pos:R:3:forces:R:3
O -35.951180 32.375730 36.158390 -0.1 -1.6 -0.3
H -38.573890 26.958500 33.233280 -0.4 0.1 0.0
C -37.290390 32.582330 36.633470 -0.3 -0.4 0.4
H -26.470310 27.853250 36.420620 0.7 0.0 0.3
H -27.127090 30.144420 38.514890 -0.4 -0.1 -0.1
H -33.892670 25.775690 37.400860 0.2 -0.6 0.1
C -26.131650 27.480580 35.453910 -1.3 0.2 0.3
H -27.025980 26.176700 33.279970 0.1 0.1 0.9
O -33.298880 26.937680 35.575210 -1.0 -2.3 -1.1
C -32.126560 31.111690 32.021750 0.1 -2.2 1.6
H -38.356330 28.926230 30.925160 -0.5 0.1 0.4
H -28.189870 33.603380 36.335770 -0.3 -0.1 -0.4
C -27.086970 28.162910 34.444530 1.1 -2.2 -0.6
C -35.871490 31.092850 35.743680 3.8 -1.5 -2.2
Pb -32.858880 29.240970 34.369900 0.7 -0.1 0.1
C -38.345460 27.977000 32.919320 1.3 0.1 0.1
H -39.304670 26.523150 30.706110 0.0 -0.3 0.4
C -38.262820 26.823500 30.594520 -0.1 0.3 0.3
H -26.344770 26.411650 35.462990 -0.2 0.0 0.0
H -37.269360 32.566870 37.723160 0.0 0.3 0.0
H -37.608260 33.536140 36.212380 -0.3 -0.2 0.2
C -29.263480 27.731190 33.904070 -4.7 3.6 -0.1
H -26.038550 31.276240 37.871050 0.2 0.2 -0.4
H -27.410340 32.246830 35.411420 0.2 0.3 0.1
O -30.894650 30.376100 35.805060 3.5 3.1 1.4
O -33.187550 28.587210 36.898220 -0.5 1.5 2.0
O -30.511350 27.962810 33.905740 5.4 -2.0 0.3
C -36.070880 28.354120 32.624790 1.6 1.1 1.0
C -38.101370 31.329720 36.088170 1.3 3.9 1.4
C -33.392800 27.380810 36.735450 2.1 1.7 -1.5
H -31.982500 32.696620 31.360830 0.1 0.9 -0.5
O -37.083870 30.485160 35.831230 0.5 -1.9 -0.7
C -28.131880 31.690210 37.417830 1.1 -0.5 -0.6
O -31.998940 29.890530 32.014930 0.6 -2.5 -1.9
C -37.985270 28.059270 31.471770 0.1 0.0 -3.3
O -31.836460 31.842660 30.947290 0.0 0.6 -0.5
O -28.570770 27.396740 32.810240 -0.4 -0.4 0.7
C -28.190320 32.535800 36.115860 0.1 -1.1 0.2
O -33.489430 26.551670 37.796910 -0.8 0.0 0.1
C -26.956810 30.744770 37.621200 0.8 0.7 0.6
H -38.184440 26.987170 29.519730 0.4 0.4 0.1
H -25.054900 27.546740 35.297930 -0.2 0.6 -0.1
H -26.801820 29.173730 34.152910 0.0 0.0 0.1
C -29.915740 31.103160 36.164450 -4.6 -5.8 -0.6
O -28.425470 28.177730 34.912510 -1.0 -0.8 -0.3
H -28.248200 32.336010 38.288180 -0.4 -0.2 0.1
C -27.210980 27.248750 33.212290 0.5 0.6 -1.2
O -36.556760 28.315180 31.440030 -0.5 -0.8 -2.9
O -34.870160 30.498240 35.268560 -4.5 3.0 2.4
F -38.682920 31.835510 34.962960 -0.7 -0.9 -0.8
H -37.553990 26.039140 30.859940 -0.3 -0.2 0.1
O -29.425820 32.061960 35.499820 1.3 3.3 -1.2
H -39.048580 28.730780 33.273640 -0.1 -0.3 -0.1
O -32.472340 31.645780 33.076440 -1.0 2.9 1.5
H -38.843030 30.946990 36.789280 0.0 -0.3 -0.4
H -26.799620 30.071130 36.778820 -0.1 0.2 -0.1
H -26.554030 27.594010 32.413970 -0.2 0.1 -0.2
O -29.183010 30.775300 37.223020 -1.3 0.1 0.9
O -37.073100 28.301330 33.463510 -0.3 -0.1 3.9
O -34.907920 28.539860 32.908170 -1.2 -0.5 -0.3
```
Positions in Å, forces in eV/Å.

Values from the calculation:
Largest force on an atom = 7.477 eV/A
HOMO-LUMO gap = 8.04 eV
Energy = -2308.69264 Eh

A single C17H23N2O3P molecule at a distorted geometry. Source: the Open Molecules 2025 dataset; level of theory: ωB97M-V/def2-TZVPD.

XYZ file:
```
46
Properties=species:S:1:pos:R:3:forces:R:3
H -1.724427 3.815768 3.314994 0.0 0.0 0.0
H -0.969624 0.606103 -2.005706 -0.1 0.0 -0.1
N -0.518813 -3.944383 0.133895 0.2 -0.5 0.2
O 2.533116 -1.159803 -0.697532 0.1 -0.4 0.2
H -3.211643 -2.149961 1.000469 -0.1 0.0 0.1
H 2.290206 2.337695 -3.367589 -0.1 -0.2 0.0
H 1.088800 -1.145986 1.555498 0.0 -0.1 0.1
C -0.175200 1.679976 0.236600 0.1 -0.1 0.0
C -2.301838 -2.405163 0.479016 0.1 0.0 -0.1
C -2.467394 3.033942 3.497084 0.0 0.1 -0.2
H 4.264413 0.757840 -2.847136 0.1 0.1 0.0
H 3.891605 1.093960 -4.544997 0.0 0.1 0.0
C -0.019626 -3.135470 -0.778638 0.0 0.3 -0.3
H -2.783821 1.303107 5.308995 0.0 0.0 0.0
H -1.520054 3.007365 1.186997 -0.1 0.1 0.0
H 0.894451 -3.464506 -1.254162 0.1 0.1 -0.1
H 4.340491 -1.310586 -4.246139 0.0 -0.1 0.0
C -1.981126 0.913898 4.686847 0.1 -0.1 0.0
C -0.960381 2.092247 1.290859 -0.2 0.2 0.0
O -0.710641 -0.027025 -2.687727 -0.4 0.3 0.0
H -2.925712 3.223983 4.464345 0.0 0.0 0.0
C -1.631355 -3.585670 0.753077 -0.3 0.1 0.1
H -1.997487 -4.281386 1.496548 -0.1 0.0 0.1
C -1.047831 1.336459 2.473400 0.0 -0.1 -0.1
H 1.397675 0.873238 -3.845814 0.0 0.1 0.1
H 2.644047 -1.081562 -4.676630 -0.1 -0.1 -0.1
H -2.232408 -0.114789 4.419976 0.0 0.0 0.1
C 0.501498 -0.241696 1.491539 0.0 0.1 0.0
C -1.773092 -1.555314 -0.478230 0.1 -0.1 -0.1
H -2.276853 -0.628412 -0.716435 0.0 0.1 0.0
C 0.566116 0.507777 0.322378 0.4 -0.4 -0.5
H -0.116235 2.289103 -0.654358 0.0 0.1 -0.1
C -0.280843 0.160007 2.548736 0.0 0.0 0.2
C 3.534884 0.593511 -3.641580 -0.3 -0.1 0.1
H -1.057850 0.907214 5.277236 0.0 -0.1 0.0
C 2.221042 1.252553 -3.231348 0.3 0.2 -0.5
P 1.462459 -0.224485 -1.057191 -0.3 1.1 -0.5
C 0.095537 -1.004974 -2.091800 0.9 0.0 0.4
C 3.392770 -0.899112 -3.907218 0.1 0.2 0.0
H 3.105231 -1.418110 -2.997352 0.0 -0.2 0.1
N -1.858068 1.725997 3.501464 -0.1 0.1 0.2
H 0.554268 -1.582538 -2.901242 0.0 0.1 0.1
H -3.246401 3.106102 2.731240 0.0 0.1 0.0
C -0.600888 -1.917518 -1.130524 -0.4 -0.3 0.1
O 1.901067 1.103877 -1.852698 -0.3 -0.4 0.6
H -0.290064 -0.443270 3.440852 0.0 0.0 0.1
```
Positions in Å, forces in eV/Å.

Values from the calculation:
ΔE to the lowest compared entry with this formula, charge and spin = 22.1 kJ/mol
Largest force on an atom = 1.270 eV/A
Structure (SMILES) = CCCO[P@@](=O)(c1ccc(N(C)C)cc1)[C@H](O)c1cccnc1
HOMO-LUMO gap = 8.59 eV
Energy = -1338.22865 Eh

A molecular structure, C17H23N2O6RuS2Se2. Source: the Open Molecules 2025 dataset; level of theory: ωB97M-V/def2-TZVPD.

XYZ file:
```
53
Properties=species:S:1:pos:R:3:forces:R:3
H 4.164091 -0.921607 1.584625 -0.1 0.0 0.0
O 3.470155 1.906473 5.279331 0.0 0.0 0.1
C -1.373467 4.475851 -0.457026 0.1 0.3 -0.2
S -3.473798 -4.729200 -4.792207 -0.1 0.0 0.1
O -2.851541 -4.146746 -5.977025 0.0 0.0 0.1
C 1.079722 1.019622 3.679511 -0.1 -0.1 0.0
H -2.349876 -2.090859 -4.701753 0.0 0.1 0.0
C 3.153256 1.563184 2.359127 -0.1 0.2 -0.3
H 2.918305 -0.033764 5.391716 0.0 0.0 0.0
C -3.119650 -4.109743 -2.124207 0.0 0.1 0.1
C -1.224891 3.081815 -0.439807 -0.1 -0.4 0.1
C -2.195663 -1.539827 -2.615335 0.0 0.0 0.1
H 0.594521 2.689346 -3.172865 0.0 -0.1 0.0
H -1.921809 4.923690 0.358526 0.0 0.0 0.0
Ru 0.121443 0.167184 0.604078 0.4 -0.2 -0.1
C -2.827544 -3.264444 -1.063811 0.1 0.0 0.0
H -3.465916 -5.121324 -1.953082 0.0 0.0 0.0
N -2.098213 -1.090036 -0.232998 0.1 0.2 0.0
H 3.704921 2.543941 4.598726 0.0 0.0 0.0
C -2.385139 -1.963127 -1.298790 0.0 -0.2 -0.2
C 2.704787 -0.857256 2.857193 -0.4 0.2 0.0
H 2.056586 -1.019348 2.003750 -0.2 -0.1 -0.1
H -2.284879 -0.115957 -0.439392 -0.2 0.0 0.0
C 2.539661 0.586931 3.364736 0.1 0.0 0.0
C -2.968612 -3.668156 -3.426619 -0.1 -0.2 -0.4
H 0.870596 1.962822 3.178070 0.1 0.1 0.1
H -0.953495 6.319184 -1.462332 0.0 0.0 0.0
O 4.043254 -1.179912 2.505246 0.2 0.0 -0.1
H 3.152049 2.575884 2.770999 0.0 0.0 0.1
C -2.489636 -2.390499 -3.671270 0.0 0.0 0.1
H 0.358209 -1.909723 -1.300929 0.0 0.0 0.0
H 1.927374 -1.093519 -1.066281 0.0 0.0 0.0
H 4.377264 0.241390 4.425395 0.0 0.1 0.1
H -2.494126 -1.359707 0.653565 -0.2 0.0 0.0
S -1.860090 2.079172 0.779225 0.1 0.0 0.1
C 1.068184 -1.540066 -0.561645 -0.2 0.4 0.2
H 1.399290 -2.365637 0.073286 -0.1 0.0 0.1
H 2.389009 -1.548013 3.639769 0.0 -0.1 0.0
N -0.504253 2.506597 -1.459998 -0.2 0.5 0.1
H 0.973988 1.188984 4.750497 0.0 0.0 0.0
C -0.112763 4.616048 -2.479492 0.0 0.1 0.0
C 3.377969 0.629092 4.654328 0.0 0.0 -0.1
C -0.834392 5.243112 -1.462580 0.0 -0.1 0.1
O -2.975423 -6.058305 -4.449947 0.0 0.1 0.0
C 0.042530 3.255810 -2.438422 0.1 0.0 -0.1
Se 2.237856 1.790419 0.603844 0.0 -0.4 0.2
O -0.342264 1.208178 -1.497569 0.2 -0.3 0.1
H 4.186902 1.286041 2.146892 0.0 0.0 0.0
H -2.930998 -3.610634 -0.039880 0.0 0.0 0.0
O -4.933424 -4.635361 -4.778678 0.1 0.0 -0.1
H -1.794829 -0.546946 -2.787663 0.0 0.0 0.0
Se -0.465205 -0.133382 3.180882 0.5 -0.2 -0.5
H 0.319974 5.182302 -3.291723 0.1 -0.1 0.0
```
Positions in Å, forces in eV/Å.

Values from the calculation:
ΔE to the lowest compared entry with this formula, charge and spin = 31.3 kJ/mol
Expectation value of S² = 8.76
Net charge = -2
Largest force on an atom = 0.724 eV/A
Spin multiplicity = 6
HOMO-LUMO gap (spin up / spin down) = 5.84 / 6.86 eV
Energy = -6916.64411 Eh